No. 1
Below is an isolated molecule of C9H7NO in a non-equilibrium geometry, with properties calculated with ωB97M-V/def2-TZVPD.

Summary:
Multiplicity: 1
Frontier orbital gap (eV): 9.16
SMILES: CC(=O)c1ccc(C#N)cc1
E_LUMO (eV): -0.7
Highest occupied orbital energy (eV): -9.89

The geometry in XYZ format:
```
18
Properties=species:S:1:pos:R:3:mulliken_charge:R:1
C -3.28 1.07 -0.01 -1.653
C -2.43 -0.19 0.02 0.908
C -0.94 -0.04 -0.01 0.474
C -0.15 -1.22 -0.04 -0.909
C 1.17 -1.23 0.05 -0.662
C 1.85 -0.03 0.05 0.673
C 1.08 1.21 0.02 -0.749
C -0.28 1.17 0.01 0.017
C 3.23 0.07 -0.03 0.059
H -3.06 1.44 -0.88 0.509
H -4.23 0.82 -0.06 0.418
H -2.89 1.65 0.96 0.355
H -0.66 -2.00 0.06 0.743
H 1.87 -1.99 -0.08 0.487
H 1.76 2.25 -0.11 0.189
H -1.03 2.12 -0.06 0.159
N 4.38 0.09 -0.02 -0.476
O -2.98 -1.22 -0.01 -0.542
```


No. 2
Below is C32H37N10O2STi as an isolated structure, with properties calculated with ωB97M-V/def2-TZVPD.

Summary:
Multiplicity: 1
Frontier orbital gap (alpha / beta) (eV): 6.23 / 5.85
E_LUMO (alpha / beta) (eV): -2.6 / -2.6
Total charge: +1
Highest occupied orbital energy (alpha / beta) (eV): -8.81 / -8.43

The geometry in XYZ format:
```
83
Properties=species:S:1:pos:R:3:mulliken_charge:R:1
Ti -0.51 -0.67 0.89 -1.627
C 1.77 3.05 1.68 -2.301
C 1.30 1.70 1.27 0.954
N 0.46 0.97 1.93 1.210
C -0.13 1.44 3.18 -0.753
C -1.64 1.39 3.02 -1.176
N -2.08 0.12 2.37 -0.015
C -2.46 -0.96 3.29 -0.936
C -1.23 -1.72 3.77 -0.651
N -0.39 -2.09 2.62 0.227
C -0.64 -3.46 2.12 -0.986
C -0.12 -3.66 0.67 -1.229
N 0.32 -2.38 0.15 1.008
C 1.02 -2.27 -0.98 0.583
C 1.29 -3.42 -1.89 -1.767
C 1.51 -0.96 -1.18 0.108
C 2.38 -0.47 -2.17 -0.909
C 2.91 0.78 -2.04 -1.414
C 2.62 1.56 -0.90 -0.445
C 1.73 1.08 0.01 0.143
N 1.11 -0.12 -0.17 1.455
H 2.13 3.06 2.70 0.445
H 0.94 3.76 1.59 0.391
H 2.57 3.40 1.03 0.495
H 0.16 2.45 3.44 0.719
H 0.21 0.78 3.98 0.108
H -1.95 2.19 2.35 0.350
H -2.14 1.53 3.98 0.449
H -2.88 0.36 1.80 0.362
H -3.12 -1.64 2.74 0.352
H -3.03 -0.58 4.15 0.512
H -1.54 -2.60 4.34 0.564
H -0.64 -1.11 4.45 0.295
H 0.58 -2.03 2.91 0.177
H -1.71 -3.64 2.17 0.558
H -0.17 -4.18 2.79 0.441
H -0.91 -4.09 0.05 0.431
H 0.70 -4.38 0.67 0.699
H 0.37 -3.97 -2.10 0.331
H 1.99 -4.13 -1.44 0.303
H 1.70 -3.09 -2.84 0.481
H 2.65 -1.10 -3.01 0.426
H 3.60 1.16 -2.79 0.481
H 3.10 2.52 -0.76 0.405
N -2.85 3.05 -6.46 -0.523
C -2.66 2.82 -5.11 0.996
C -3.74 2.83 -4.23 -0.919
C -3.55 2.56 -2.89 -0.132
C -2.28 2.29 -2.41 -0.474
C -1.19 2.28 -3.28 -0.649
C -1.38 2.54 -4.62 -0.771
S -2.01 1.95 -0.72 1.549
O -3.22 2.23 0.02 -0.814
O -0.80 2.62 -0.31 -0.795
N -1.68 0.36 -0.58 0.433
C -2.68 -0.56 -0.72 0.425
N -2.45 -1.63 0.07 0.366
C -3.32 -2.64 -0.01 0.007
C -4.42 -2.59 -0.83 -0.935
C -4.58 -1.43 -1.58 -0.572
N -3.73 -0.41 -1.53 -0.472
H -3.71 3.50 -6.73 0.221
H -2.05 3.31 -7.00 0.223
H -4.74 3.04 -4.60 0.316
H -4.39 2.56 -2.20 0.511
H -0.20 2.08 -2.89 0.347
H -0.53 2.54 -5.30 0.324
H -3.14 -3.50 0.63 0.403
H -5.13 -3.41 -0.89 0.443
H -5.43 -1.30 -2.24 0.457
N 2.33 -1.54 3.28 -0.709
C 3.15 -1.05 2.63 -0.236
C 4.17 -0.42 1.84 0.516
C 4.67 0.82 2.22 -0.195
C 5.66 1.41 1.46 -0.777
C 6.15 0.77 0.34 -0.402
C 5.65 -0.47 -0.04 -0.639
C 4.65 -1.07 0.71 -0.070
H 4.29 1.30 3.12 0.514
H 6.06 2.37 1.76 0.437
H 6.94 1.23 -0.25 0.437
H 6.04 -0.97 -0.92 0.423
H 4.25 -2.04 0.43 0.479
```


No. 3
Below is C31H36N2O2P2S2Ta as an isolated structure, with properties calculated with ωB97M-V/def2-TZVPD.

Summary:
Multiplicity: 1
Frontier orbital gap (eV): 7.03
E_LUMO (eV): -3.5
Total charge: +1
Highest occupied orbital energy (eV): -10.55

The geometry in XYZ format:
```
76
Properties=species:S:1:pos:R:3:mulliken_charge:R:1
Ta 0.47 0.66 -0.44 0.722
C -0.33 1.69 3.28 -1.328
P 0.08 0.23 2.28 1.146
C 1.46 -0.49 3.21 -1.646
C -1.31 -0.92 2.53 0.366
C -1.41 -1.74 3.64 -0.797
C -2.45 -2.66 3.74 -0.962
C -3.39 -2.75 2.73 -0.728
C -3.31 -1.92 1.62 -0.879
C -2.28 -1.00 1.51 0.285
P -2.11 0.13 0.11 1.463
C -3.12 -0.57 -1.23 -1.751
C -3.08 1.61 0.57 -1.354
H -0.60 1.37 4.29 0.480
H -1.16 2.25 2.86 0.182
H 0.54 2.35 3.34 0.467
H 1.19 -0.55 4.27 0.622
H 2.33 0.16 3.12 0.420
H 1.71 -1.47 2.83 0.276
H -0.67 -1.69 4.43 0.393
H -2.51 -3.30 4.61 0.436
H -4.20 -3.48 2.81 0.451
H -4.06 -2.01 0.84 0.386
H -2.79 -1.58 -1.47 0.371
H -3.00 0.06 -2.11 0.427
H -4.17 -0.57 -0.94 0.634
H -4.01 1.31 1.05 0.476
H -3.30 2.16 -0.35 0.422
H -2.51 2.28 1.22 0.179
S 2.74 -0.22 0.14 -0.404
C 2.97 1.38 0.79 0.450
C 4.14 1.91 1.31 -0.536
C 4.12 3.21 1.77 -0.480
C 2.94 3.95 1.69 -1.037
C 1.81 3.37 1.16 -0.462
N 1.84 2.09 0.72 0.075
H 5.04 1.30 1.35 0.527
H 5.01 3.66 2.18 0.425
H 2.89 4.98 2.04 0.488
H 0.88 3.90 1.06 0.597
O -0.86 4.43 -0.43 -0.627
C -0.47 3.55 -1.15 -0.019
O -0.56 2.26 -0.77 0.578
C 0.09 3.74 -2.51 0.313
C -0.30 4.90 -3.18 -0.836
C 0.14 5.15 -4.47 -0.647
C 1.00 4.24 -5.08 -0.609
C 1.42 3.11 -4.40 -0.837
C 0.97 2.84 -3.11 0.869
S 1.73 1.42 -2.34 -0.222
H -0.97 5.59 -2.68 0.478
H -0.19 6.04 -4.99 0.408
H 1.35 4.42 -6.09 0.407
H 2.11 2.42 -4.87 0.481
C 0.90 -5.22 0.78 -0.976
N 1.36 -3.85 0.58 0.254
C 2.40 -3.79 -0.43 -0.665
C 0.32 -2.84 0.45 0.527
C -0.16 -2.50 -0.95 1.447
C -0.77 -3.52 -1.69 -0.664
C -1.17 -3.31 -3.00 -0.929
C -0.96 -2.07 -3.59 -0.892
C -0.38 -1.06 -2.85 -0.737
C 0.03 -1.22 -1.50 1.169
H 1.72 -5.82 1.16 0.392
H 0.54 -5.70 -0.14 0.339
H 0.09 -5.24 1.52 0.279
H 3.23 -4.42 -0.12 0.366
H 2.77 -2.77 -0.53 0.102
H 2.06 -4.13 -1.42 0.307
H 0.70 -1.92 0.90 -1.834
H -0.52 -3.17 1.07 0.404
H -0.92 -4.49 -1.23 0.370
H -1.63 -4.12 -3.56 0.413
H -1.24 -1.90 -4.62 0.430
H -0.22 -0.11 -3.35 0.356
```


No. 4
Below is C24H36F3O21V2 as an isolated structure in a non-equilibrium geometry, with properties calculated with ωB97M-V/def2-TZVPD.

Summary:
Multiplicity: 1
Frontier orbital gap (eV): 3.07
E_LUMO (eV): -7.6
Total charge: +1
Highest occupied orbital energy (eV): -10.71

The geometry in XYZ format:
```
86
Properties=species:S:1:pos:R:3:mulliken_charge:R:1
O 25.77 -5.16 -9.01 -0.470
V 27.27 -5.07 -9.35 1.745
O 27.45 -3.97 -10.50 -0.474
O 30.76 -8.45 -4.08 -0.469
V 31.88 -7.53 -4.86 1.788
O 33.15 -7.26 -3.90 -0.448
C 29.45 -2.61 -6.14 -0.050
O 28.25 -1.95 -6.80 -0.311
O 29.49 -3.87 -6.71 -0.807
C 30.66 -1.61 -5.93 0.805
F 31.09 -1.06 -7.06 -0.285
F 30.23 -0.62 -5.23 -0.242
F 31.76 -2.19 -5.35 -0.266
C 27.35 -1.26 -5.93 -0.080
C 26.21 -0.70 -6.78 -1.217
H 26.63 -0.24 -7.67 0.340
H 25.63 -1.53 -7.18 0.252
H 25.71 0.15 -6.33 0.358
H 27.75 -0.47 -5.29 0.262
H 26.97 -1.93 -5.17 0.307
H 29.24 -2.86 -5.10 0.263
C 25.52 4.79 -4.22 -1.417
C 26.82 5.35 -4.80 0.421
C 27.55 4.47 -5.82 -0.274
O 27.64 5.23 -6.97 -0.308
C 27.24 6.41 -6.81 0.707
O 27.36 7.30 -7.62 -0.580
O 26.53 6.50 -5.68 -0.372
H 24.93 5.42 -3.55 0.360
H 25.60 3.79 -3.78 0.371
H 24.74 4.65 -4.97 0.362
H 27.32 5.91 -4.01 0.267
H 27.05 3.52 -6.01 0.222
H 28.51 4.17 -5.40 0.242
C 23.75 -6.63 0.36 -1.468
C 24.15 -5.95 -0.90 0.563
C 25.60 -5.42 -0.93 -0.409
O 25.90 -5.66 -2.21 -0.281
C 25.00 -6.49 -2.77 0.569
O 25.16 -6.92 -3.84 -0.549
O 24.01 -6.79 -1.96 -0.338
H 24.32 -7.52 0.66 0.343
H 22.69 -6.82 0.53 0.338
H 24.07 -5.86 1.06 0.391
H 23.44 -5.12 -0.87 0.192
H 26.21 -5.95 -0.21 0.321
H 25.47 -4.41 -0.54 0.327
C 33.97 -2.77 2.86 -1.270
C 32.58 -2.40 2.27 0.325
C 32.51 -1.51 1.03 -0.431
O 31.87 -2.24 0.10 -0.294
C 31.69 -3.57 0.46 0.648
O 31.19 -4.46 -0.18 -0.565
O 32.22 -3.73 1.69 -0.347
H 34.58 -1.94 3.23 0.372
H 34.60 -3.39 2.23 0.344
H 33.69 -3.36 3.73 0.336
H 31.75 -2.10 2.91 0.321
H 33.52 -1.38 0.64 0.243
H 32.09 -0.53 1.24 0.318
C 19.50 0.86 -6.15 -1.269
C 19.36 0.10 -4.85 0.367
C 19.98 -1.31 -4.78 -0.509
O 20.78 -1.23 -3.66 -0.305
C 20.95 -0.03 -3.20 0.712
O 21.69 0.35 -2.31 -0.590
O 20.15 0.79 -3.88 -0.372
H 18.81 0.42 -6.86 0.388
H 20.38 0.44 -6.64 0.327
H 19.27 1.93 -6.13 0.329
H 18.38 -0.14 -4.45 0.331
H 20.54 -1.64 -5.65 0.290
H 19.13 -1.98 -4.63 0.300
C 35.53 3.27 -1.51 -1.534
C 36.13 2.25 -2.40 0.551
C 36.69 2.97 -3.67 -0.435
O 38.02 2.51 -3.85 -0.307
C 38.28 1.65 -2.77 0.620
O 39.36 1.04 -2.60 -0.563
O 37.29 1.60 -1.86 -0.320
H 36.29 3.87 -1.01 0.373
H 34.82 2.90 -0.77 0.321
H 34.97 3.94 -2.15 0.405
H 35.34 1.52 -2.58 0.256
H 36.71 4.03 -3.41 0.341
H 36.10 2.66 -4.53 0.291
```


No. 5
Below is C38H57N6O9PSSiY as an isolated structure, with properties calculated with ωB97M-V/def2-TZVPD.

Summary:
Multiplicity: 1
Frontier orbital gap (eV): 7.04
E_LUMO (eV): 2.4
Total charge: -1
Highest occupied orbital energy (eV): -4.67

The geometry in XYZ format:
```
114
Properties=species:S:1:pos:R:3:mulliken_charge:R:1
Y -0.12 -0.68 0.21 -1.050
C -3.84 0.58 2.65 -0.704
O -4.56 0.77 1.44 -0.310
C -4.56 -0.29 0.55 -0.257
C -5.78 -0.66 0.02 -0.434
C -5.87 -1.70 -0.91 -0.900
C -4.72 -2.37 -1.26 -1.009
C -3.47 -2.02 -0.74 1.089
C -2.34 -2.81 -1.20 -0.945
N -1.11 -2.64 -0.89 1.055
N -0.22 -3.51 -1.49 -1.213
C 1.01 -3.22 -1.17 0.459
O 1.37 -2.31 -0.33 0.415
C 2.08 -4.02 -1.83 0.233
C 3.37 -3.99 -1.33 -0.061
C 4.38 -4.71 -1.94 -1.045
C 4.11 -5.48 -3.07 -0.398
C 2.82 -5.51 -3.58 -0.714
C 1.81 -4.79 -2.96 -0.362
C -3.35 -0.93 0.16 0.333
O -2.22 -0.51 0.64 0.783
H -4.37 1.14 3.42 0.466
H -2.81 0.95 2.55 -0.144
H -3.80 -0.48 2.92 0.424
H -6.66 -0.12 0.35 0.478
H -6.83 -1.98 -1.33 0.360
H -4.77 -3.19 -1.97 0.354
H -2.57 -3.64 -1.88 0.170
H 3.57 -3.38 -0.46 0.273
H 5.39 -4.68 -1.54 0.397
H 4.90 -6.04 -3.55 0.378
H 2.60 -6.10 -4.46 0.383
H 0.80 -4.80 -3.35 0.447
C 1.72 2.56 -4.05 -0.746
C 2.26 1.16 -3.79 -0.185
O 3.22 1.18 -2.72 -0.445
P 2.65 0.91 -1.21 0.930
O 2.24 2.39 -0.72 -0.125
C 3.13 3.51 -0.80 -0.348
C 2.31 4.75 -0.57 -1.139
O 4.12 0.78 -0.51 -0.534
C 4.51 -0.51 -0.04 0.813
C 5.37 -0.34 1.19 -1.329
H 1.04 2.54 -4.91 0.399
H 2.53 3.25 -4.26 0.412
H 1.15 2.89 -3.18 -0.097
H 2.78 0.77 -4.66 0.337
H 1.43 0.50 -3.54 0.042
H 3.61 3.52 -1.78 0.423
H 3.91 3.40 -0.04 0.287
H 1.53 4.85 -1.34 0.250
H 2.94 5.64 -0.59 0.409
H 1.80 4.70 0.39 0.170
H 5.07 -1.01 -0.84 0.434
H 3.62 -1.10 0.19 -0.682
H 6.25 0.28 0.96 0.343
H 5.71 -1.31 1.54 0.366
H 4.79 0.14 1.98 0.167
C -4.52 3.78 0.26 -0.624
N -3.71 3.80 1.46 0.431
C -4.17 4.04 2.74 -0.371
C -3.13 3.92 3.58 -0.641
N -2.03 3.61 2.80 0.186
C -2.37 3.52 1.48 -0.730
S -1.36 3.15 0.22 -0.036
H -5.06 4.72 0.15 0.377
H -5.21 2.94 0.29 0.256
H -3.84 3.64 -0.58 -0.042
H -5.20 4.26 2.94 0.453
H -3.07 4.02 4.65 0.405
H -1.09 3.41 3.11 0.200
C 1.17 -4.37 1.88 -1.034
N 1.25 -3.44 2.99 0.326
C 2.29 -3.66 3.97 -0.853
C 2.71 -2.34 4.58 -0.031
C 1.49 -1.66 5.16 -0.811
N 0.41 -1.63 4.19 0.309
C -0.57 -0.58 4.36 -0.957
C 0.40 -2.39 3.06 0.671
O -0.42 -2.16 2.15 -0.845
H 2.07 -4.32 1.26 0.203
H 0.31 -4.13 1.27 0.109
H 1.07 -5.39 2.27 0.469
H 3.14 -4.12 3.45 0.489
H 1.96 -4.37 4.74 0.265
H 3.12 -1.70 3.80 -0.271
H 3.46 -2.50 5.36 0.457
H 1.74 -0.62 5.41 0.356
H 1.15 -2.16 6.08 0.395
H -0.10 0.41 4.30 0.127
H -1.06 -0.68 5.33 0.462
H -1.32 -0.66 3.57 0.099
C -1.98 3.63 -4.04 -0.828
Si -2.36 1.79 -3.99 -0.233
C -4.11 1.56 -3.37 -0.561
C -2.23 1.11 -5.73 -1.050
C -1.23 0.97 -2.85 -0.188
C -0.72 0.51 -1.83 1.239
H -2.73 4.19 -4.61 0.393
H -1.01 3.81 -4.50 0.285
H -1.94 4.02 -3.02 0.182
H -4.85 2.07 -3.99 0.384
H -4.19 1.94 -2.35 -0.147
H -4.37 0.50 -3.33 0.225
H -2.90 1.62 -6.42 0.300
H -2.48 0.05 -5.74 0.278
H -1.21 1.21 -6.10 0.260
C 2.38 2.37 3.05 -0.740
O 2.70 0.98 3.02 -0.314
C 1.95 0.13 2.20 -0.183
O 0.92 0.69 1.75 0.132
H 1.97 2.62 4.03 0.247
H 1.67 2.63 2.27 0.158
H 3.31 2.92 2.90 0.257
```


Molecular weight / g mol⁻¹: 145.16; 673.65; 775.67; 819.41; 921.94
ΔE to the lowest compared entry with this formula, charge and spin / eV: 3.089; 0.000; 0.334; 14.299; 0.118